C5H11Cl2 | ωB97M-V/def2-TZVPD

Geometry as XYZ:
```
18
Properties=species:S:1:pos:R:3:mulliken_spin:R:1
Cl -1.89574 2.86046 1.42621 0.932
H -0.11943 -2.52639 2.37169 0.000
C 0.41461 -2.20030 1.47654 -0.001
C -0.28027 -0.94230 0.96711 0.001
C 0.37539 -0.24770 -0.21601 0.002
C -0.43041 0.93481 -0.77430 0.062
C 0.44986 1.67416 -1.76818 0.004
Cl -1.94478 0.40869 -1.53819 0.009
H 1.45627 -2.02193 1.75267 0.000
H 0.37947 -3.00201 0.73677 0.000
H -1.31961 -1.16952 0.70938 0.001
H -0.37775 -0.18968 1.75637 0.000
H 1.35178 0.15316 0.08987 0.000
H 0.57720 -0.94178 -1.03815 -0.001
H -0.70246 1.63179 0.06442 -0.012
H 1.37831 1.95951 -1.26966 0.001
H 0.70459 1.03481 -2.61455 0.002
H -0.01705 2.58423 -2.13199 0.001
```

Results
highest occupied orbital energy (alpha / beta)	-0.3952 / -0.3950	hartree
LUMO (alpha / beta)	0.984 / -3.982	eV
HOMO-LUMO gap (alpha / beta)	11.74 / 6.77	eV
<S²>	0.753
ΔE to the lowest compared entry with this formula, charge and spin	0.0	kJ/mol
spin multiplicity	2



C5H11ClN | ωB97M-V/def2-TZVPD

Geometry as XYZ:
```
18
Properties=species:S:1:pos:R:3:nbo_charge:R:1
C 0.45722 -1.24305 -0.66105 0.435
C 2.58165 -0.28459 -1.60745 -0.589
C -1.16664 1.72857 1.88869 -0.501
C -2.53574 0.01412 0.79844 -0.499
C 1.32974 -1.13365 -1.86591 -0.604
N -1.34953 0.89061 0.77544 -0.226
Cl 1.03180 -1.79919 0.72418 0.336
H 2.77753 -0.34701 -0.56701 0.213
H 3.51184 -0.72542 -2.04545 0.257
H 2.51041 0.64574 -2.09364 0.251
H -0.12619 2.21282 2.03577 0.216
H -1.39483 1.24982 2.80349 0.205
H -1.80101 2.58065 1.80980 0.239
H -2.56412 -0.70125 -0.02067 0.216
H -3.42389 0.52751 1.17598 0.234
H -2.36684 -0.69005 1.63276 0.211
H 0.87410 -0.73948 -2.81444 0.297
H 1.65448 -2.18616 -1.96891 0.309
```

Results
highest occupied orbital energy (alpha / beta)	-0.4814 / -0.4678	hartree
LUMO (alpha / beta)	-6.935 / -7.263	eV
net charge	+1
HOMO-LUMO gap (alpha / beta)	6.16 / 5.47	eV
ΔE to the lowest compared entry with this formula, charge and spin	696.7	kJ/mol



C5H11DyO4 | ωB97M-V/def2-TZVPD

Geometry as XYZ:
```
21
Properties=species:S:1:pos:R:3:mulliken_spin:R:1
C 1.48046 1.81719 -3.29880 0.020
O 0.96138 0.76816 -2.61573 -0.774
H 2.29549 2.34157 -2.76380 -0.020
H 1.96591 1.38936 -4.24683 -0.113
H 0.72341 2.53126 -3.67963 -0.021
O -2.77243 0.39801 1.08281 0.101
C -1.99985 0.85474 0.02156 0.037
C -0.75360 0.00949 -0.19524 -0.174
O -0.19885 -0.26303 1.06593 0.034
C 0.67568 -1.38230 1.23462 -0.024
C 0.71521 -1.67605 2.73391 0.013
O -0.56585 -1.69166 3.28289 0.078
Dy -1.96058 -0.43544 2.65093 6.803
H -1.68046 1.90989 0.16848 -0.001
H -2.56635 0.84464 -0.93023 0.002
H 0.10546 0.44287 -1.33202 0.025
H -0.92388 -0.90494 -0.78492 0.005
H 1.67163 -1.14957 0.83059 0.001
H 0.25108 -2.23521 0.68098 0.003
H 1.35147 -0.91813 3.23048 0.001
H 1.22465 -2.65085 2.86404 0.005
```

Results
highest occupied orbital energy (alpha / beta)	-0.4840 / -0.4782	hartree
LUMO (alpha / beta)	-5.017 / -4.849	eV
net charge	+1
HOMO-LUMO gap (alpha / beta)	8.15 / 8.16	eV
<S²>	13.034
ΔE to the lowest compared entry with this formula, charge and spin	211.4	kJ/mol
spin multiplicity	7



C5H11FO | ωB97M-V/def2-TZVPD

Geometry as XYZ:
```
18
Properties=species:S:1:pos:R:3:nbo_charge:R:1
C 0.34498 -2.46198 -0.81038 -0.642
C -1.85574 1.05744 0.22141 -0.711
C 0.50047 2.30423 0.37268 -0.714
C 1.21387 -1.71068 0.26845 -0.086
C -0.48216 1.37150 -0.22543 0.534
O 0.66679 -0.75709 1.02414 -0.440
F -0.13630 0.98842 -1.41374 -0.317
H -0.61800 -2.62031 -0.32020 0.207
H 0.14813 -1.79953 -1.54990 0.204
H 0.92459 -3.27128 -1.25332 0.214
H -2.52727 1.72205 -0.16480 0.216
H -2.13863 0.11080 -0.05853 0.236
H -2.05431 0.92534 1.28184 0.245
H 0.54564 2.22908 1.55390 0.241
H 0.49262 3.44214 0.08853 0.214
H 1.46810 2.07686 0.16186 0.232
H 2.04133 -1.26291 -0.32657 0.144
H 1.46588 -2.34408 1.15006 0.221
```

Results
highest occupied orbital energy (alpha / beta)	-0.3503 / -0.2613	hartree
LUMO (alpha / beta)	0.979 / -0.777	eV
HOMO-LUMO gap (alpha / beta)	10.51 / 6.33	eV
ΔE to the lowest compared entry with this formula, charge and spin	416.1	kJ/mol



C5H11INO | ωB97M-V/def2-TZVPD

Geometry as XYZ:
```
19
Properties=species:S:1:pos:R:3:nbo_charge:R:1
C -1.29044 -1.15075 -0.53595 -0.455
C -1.06348 0.31018 -0.15463 -0.262
C -0.26255 -2.01310 0.24861 -0.090
C 1.23733 -0.22704 0.37952 0.146
C 0.59977 2.09756 0.19422 -0.447
N 0.38557 0.75821 -0.38965 -0.418
O 1.01772 -1.54133 0.06650 -0.510
I 3.35641 0.13523 0.01721 0.227
H -2.40790 -1.49002 -0.39518 0.276
H -1.11881 -1.19243 -1.71433 0.221
H -1.89998 0.79592 -0.70284 0.267
H -1.30616 0.48156 0.88864 0.223
H -0.61139 -1.98230 1.26222 0.183
H -0.27556 -3.13466 -0.07223 0.239
H 0.94546 0.07530 1.39348 0.192
H 0.34240 2.20513 1.21769 0.241
H 1.67495 2.19311 0.17967 0.242
H 0.13227 2.94797 -0.42615 0.261
H 0.54437 0.73145 -1.45680 0.464
```

Results
highest occupied orbital energy	-0.5069	hartree
LUMO	-3.684	eV
SMILES string	C[N@@H+]1CCCO[C@H]1I
net charge	+1
HOMO-LUMO gap	10.11	eV
ΔE to the lowest compared entry with this formula, charge and spin	110.3	kJ/mol



C5H11IO | ωB97M-V/def2-TZVPD

Geometry as XYZ:
```
18
Properties=species:S:1:pos:R:3:nbo_charge:R:1
C 2.30358 -1.04027 -0.55718 -0.605
C -1.30771 1.37203 1.02705 -0.727
C 1.18966 -0.33732 0.26072 -0.455
C -0.10747 -1.05746 -0.13457 -0.290
C -1.58969 0.44152 -0.10503 0.239
O -1.34561 0.88720 -1.38193 -0.759
I -3.67850 -0.23700 0.18801 -0.021
H 2.15639 -2.15611 -0.47879 0.202
H 3.30338 -0.76865 -0.29672 0.213
H 2.24016 -0.96728 -1.62415 0.206
H -1.69725 2.35165 0.90329 0.214
H -1.68818 0.97764 1.97972 0.240
H -0.18825 1.45074 1.03444 0.221
H 1.45075 -0.47479 1.38301 0.213
H 1.16333 0.66457 -0.08535 0.210
H -0.65480 -1.68570 0.63488 0.228
H -0.07323 -1.22659 -1.12393 0.191
H -1.47657 1.80583 -1.62345 0.479
```

Results
highest occupied orbital energy	-0.3168	hartree
LUMO	0.563	eV
HOMO-LUMO gap	9.18	eV
ΔE to the lowest compared entry with this formula, charge and spin	35.9	kJ/mol



C5H11IS | ωB97M-V/def2-TZVPD

Geometry as XYZ:
```
18
Properties=species:S:1:pos:R:3:nbo_charge:R:1
C -0.91486 -1.17381 1.66863 -0.707
C 1.91106 -0.00532 -0.02005 -0.688
C 0.20409 0.75122 -1.77897 -0.682
C -1.32156 -0.94219 0.25347 -0.336
C 0.62591 0.67371 -0.34618 -0.039
S 0.19366 1.99844 0.70142 0.054
I -3.08836 0.16514 -0.03880 0.098
H -1.64151 -1.75057 2.24939 0.215
H 0.03131 -1.71428 1.69208 0.215
H -0.77416 -0.21788 2.18111 0.223
H 1.78183 -1.08319 0.08053 0.231
H 2.32372 0.38118 0.90764 0.223
H 2.63352 0.16155 -0.82354 0.223
H 0.75635 1.52513 -2.32022 0.211
H -0.85642 0.98362 -1.87256 0.227
H 0.39202 -0.20185 -2.27173 0.218
H -1.24051 -1.76719 -0.43518 0.180
H -1.01608 2.21628 0.17297 0.134
```

Results
highest occupied orbital energy (alpha / beta)	-0.2824 / -0.2638	hartree
LUMO (alpha / beta)	0.401 / 0.181	eV
HOMO-LUMO gap (alpha / beta)	8.09 / 7.36	eV
ΔE to the lowest compared entry with this formula, charge and spin	109.4	kJ/mol



C5H11N | ωB97M-V/def2-TZVPD

Geometry as XYZ:
```
17
Properties=species:S:1:pos:R:3:mulliken_spin:R:1
C -2.37296 -0.48689 -0.45515 0.030
C -1.12509 -0.68639 0.41704 -0.046
C -0.07839 0.51379 0.27483 0.075
C 0.66176 0.39533 -1.06776 0.231
N 1.77427 1.03201 -0.37477 0.605
C 2.60329 0.10466 0.36872 0.016
H -2.66651 0.56087 -0.38925 -0.003
H -2.16474 -0.70900 -1.50435 -0.004
H -3.12479 -1.21458 -0.13771 -0.002
H -0.55155 -1.53112 0.03474 -0.011
H -1.45283 -0.76201 1.46393 0.010
H -0.78543 1.36490 0.25802 0.026
H 0.30683 0.64520 1.28985 0.023
H 0.42490 1.14350 -1.83689 0.012
H 2.15743 -0.89778 0.29902 -0.001
H 2.77859 0.40756 1.41592 0.023
H 3.61519 0.11996 -0.05619 0.016
```

Results
highest occupied orbital energy (alpha / beta)	-0.0387 / -0.0543	hartree
LUMO (alpha / beta)	4.403 / 4.380	eV
net charge	-1
HOMO-LUMO gap (alpha / beta)	5.46 / 5.86	eV
<S²>	0.757
ΔE to the lowest compared entry with this formula, charge and spin	272.9	kJ/mol
spin multiplicity	2



C5H11N | ωB97M-V/def2-TZVPD

Geometry as XYZ:
```
17
Properties=species:S:1:pos:R:3:mulliken_spin:R:1
C 1.34676 0.78835 0.06418 0.774
C -0.08388 1.11233 -0.68470 0.296
C -0.98229 -0.04885 -0.27855 0.132
C -1.73762 0.13358 0.84478 0.025
C -0.62627 -1.41473 -0.74090 0.149
N 1.62612 -0.56570 0.77199 0.130
H 1.54526 1.78183 0.41297 0.214
H 0.69212 0.27911 1.18956 0.233
H -0.36361 2.17482 -0.41026 -0.007
H 0.15786 1.33005 -1.72948 -0.125
H -2.46360 -0.65492 1.15950 -0.007
H -1.36900 0.85704 1.61479 -0.258
H -0.07380 -1.38202 -1.67717 -0.045
H -1.58740 -1.92656 -0.88007 -0.007
H -0.05498 -1.75663 0.11844 0.002
H 2.50564 -0.79959 0.33565 -0.276
H 2.12846 0.63273 -0.76673 -0.229
```

Results
highest occupied orbital energy (alpha / beta)	0.0070 / -0.0978	hartree
LUMO (alpha / beta)	4.559 / 4.244	eV
net charge	-1
HOMO-LUMO gap (alpha / beta)	4.37 / 6.90	eV
<S²>	0.754
ΔE to the lowest compared entry with this formula, charge and spin	574.4	kJ/mol
spin multiplicity	2



C5H11N | ωB97M-V/def2-TZVPD

Geometry as XYZ:
```
17
Properties=species:S:1:pos:R:3:mulliken_spin:R:1
C -0.24554 -1.26371 2.04991 0.680
C -0.91776 -0.65207 0.71229 -0.348
C -0.12396 -1.06847 -0.57034 0.048
C 0.24872 0.11372 -1.50005 -1.546
C 0.36067 1.35094 -0.96919 3.936
N 0.89254 2.55946 -1.57182 0.161
H 0.52945 -0.52646 2.34038 -0.296
H 0.14107 -2.23329 2.04847 -0.121
H -1.06282 -1.40093 2.76740 -0.020
H -1.99786 -0.86878 0.77874 -0.337
H -0.79205 0.37407 0.73340 0.215
H 0.70774 -1.71778 -0.28435 0.074
H -0.85520 -1.54878 -1.12304 0.053
H 0.34304 -0.06154 -2.60754 -0.212
H 0.26925 1.46706 0.15915 0.358
H 1.78046 2.19942 -1.99008 -0.569
H 0.72225 3.27711 -0.97334 -1.076
```

Results
highest occupied orbital energy (alpha / beta)	0.0541 / -0.1576	hartree
LUMO (alpha / beta)	4.119 / 3.993	eV
net charge	-1
HOMO-LUMO gap (alpha / beta)	2.65 / 8.28	eV
<S²>	0.750
ΔE to the lowest compared entry with this formula, charge and spin	196.7	kJ/mol
spin multiplicity	2



C5H11N | ωB97M-V/def2-TZVPD

Geometry as XYZ:
```
17
Properties=species:S:1:pos:R:3:mulliken_spin:R:1
C 0.50933 -0.92621 2.25924 0.557
C 1.19140 -0.77838 0.93435 -0.366
C 2.13899 0.13440 0.72132 0.623
H 1.01590 -1.56070 2.99010 -0.025
H 0.42336 0.02094 2.79535 -0.172
H -0.51676 -1.28755 2.18039 -0.144
H 0.57119 -1.01780 0.09947 0.186
H 2.47313 0.35057 -0.28526 -0.240
H 2.62014 0.73217 1.47873 -0.158
C -1.03034 -0.54336 -2.13219 -0.542
C -1.73887 0.49241 -1.70180 1.890
N -1.19943 1.51161 -0.91838 1.198
H 0.04258 -0.47858 -2.13238 0.053
H -1.51628 -1.34045 -2.67907 -0.189
H -2.77610 0.61999 -1.94880 -0.463
H -0.33446 1.95178 -1.18677 -0.469
H -1.87377 2.11916 -0.47430 -0.738
```

Results
highest occupied orbital energy (alpha / beta)	0.0503 / -0.1625	hartree
LUMO (alpha / beta)	4.209 / 4.105	eV
net charge	-1
HOMO-LUMO gap (alpha / beta)	2.84 / 8.53	eV
<S²>	0.750
ΔE to the lowest compared entry with this formula, charge and spin	163.1	kJ/mol
spin multiplicity	2



C5H11N | ωB97M-V/def2-TZVPD

Geometry as XYZ:
```
17
Properties=species:S:1:pos:R:3:nbo_charge:R:1
C 1.11905 1.82927 -3.39280 -0.645
C 0.95855 0.44029 -2.84226 -0.170
C 1.04432 0.17010 -1.54359 -0.400
H 1.88025 1.83869 -4.16760 0.218
H 1.37529 2.50503 -2.57871 0.210
H 0.18523 2.20448 -3.82624 0.214
H 0.92980 -0.40604 -3.52031 0.189
H 1.06698 -0.80799 -1.08789 0.202
H 0.95327 1.02483 -0.89746 0.182
C -1.53927 -2.23055 2.90839 -0.508
C -1.54565 -0.90003 2.96540 0.003
N -0.45682 -0.02138 2.70047 -0.804
H -0.68856 -2.86406 2.72312 0.196
H -2.54289 -2.64215 2.89072 0.206
H -2.47986 -0.45186 3.29744 0.182
H 0.35510 -0.49332 3.09523 0.364
H -0.61480 0.80470 3.27609 0.361
```

Results
highest occupied orbital energy	-0.3210	hartree
LUMO	1.086	eV
SMILES string	C=CC.C=CN
HOMO-LUMO gap	9.82	eV
ΔE to the lowest compared entry with this formula, charge and spin	178.6	kJ/mol



C5H11N | ωB97M-V/def2-TZVPD

Geometry as XYZ:
```
17
Properties=species:S:1:pos:R:3:nbo_charge:R:1
C -1.40015 -1.93138 0.37575 -0.616
C -0.11895 -1.47183 -0.17364 -0.392
C 0.47379 -0.34305 0.70951 -0.437
C 0.25231 1.07030 0.36639 -0.280
C 0.80345 1.46433 -0.85102 0.007
N 0.68280 2.85305 -1.12479 -0.852
H -2.08329 -2.42424 -0.37200 0.211
H -1.22118 -2.65925 1.16497 0.207
H -2.05248 -1.06117 0.77760 0.202
H -0.21734 -1.12065 -1.17271 0.201
H 0.69190 -2.32508 -0.12454 0.194
H 1.56040 -0.52361 0.93918 0.200
H 0.03189 -0.61927 1.62806 0.203
H -0.18552 1.68421 1.04566 0.191
H 1.36680 0.70115 -1.40995 0.201
H 1.47177 3.53882 -1.26343 0.388
H -0.05621 3.16768 -0.51502 0.371
```

Results
highest occupied orbital energy	-0.2869	hartree
LUMO	1.182	eV
SMILES string	CCC/C=C/N
HOMO-LUMO gap	8.99	eV
ΔE to the lowest compared entry with this formula, charge and spin	189.5	kJ/mol



C5H11N | ωB97M-V/def2-TZVPD

Geometry as XYZ:
```
17
Properties=species:S:1:pos:R:3:nbo_charge:R:1
C -0.83616 0.06864 1.78969 -0.616
C -1.32506 -0.79942 0.64269 -0.394
C -0.22765 -1.28242 -0.31021 -0.414
C 0.27530 -0.16945 -1.19976 -0.281
C 1.28367 0.62772 -0.87042 -0.007
N 1.84028 1.70316 -1.59256 -0.813
H -0.70946 -0.54363 2.68548 0.204
H -1.55451 0.84643 2.05853 0.209
H 0.11927 0.57907 1.65427 0.206
H -1.79997 -1.70275 1.03880 0.198
H -2.10181 -0.30157 0.09659 0.197
H 0.61796 -1.66469 0.27361 0.196
H -0.55019 -2.15007 -0.88119 0.209
H -0.25582 -0.06808 -2.13965 0.191
H 1.87889 0.33757 -0.00503 0.180
H 1.24114 2.09538 -2.30612 0.368
H 2.10412 2.42412 -0.93469 0.367
```

Results
highest occupied orbital energy	-0.3007	hartree
LUMO	1.186	eV
SMILES string	CCC/C=C/N
HOMO-LUMO gap	9.37	eV
ΔE to the lowest compared entry with this formula, charge and spin	65.3	kJ/mol